No. 1
Here is a structure of composition C15H33PYb from the OMol25 dataset. Energies are from ωB97M-V/def2-TZVPD.

```
50
Properties=species:S:1:pos:R:3:forces:R:3
C -3.0240 0.9969 -1.2695 -0.03 -0.02 -0.04
C -2.6156 2.1431 -2.1914 -0.03 0.01 0.03
C -1.3043 1.9108 -2.9521 0.03 0.01 0.00
C -0.1537 1.3578 -2.1088 0.06 0.09 -0.01
C 0.3030 2.3094 -1.0045 0.07 0.00 -0.08
C 1.6363 1.9097 -0.3449 0.04 0.14 0.06
C 1.7875 2.2282 1.1497 -0.09 0.00 0.10
C 1.2707 1.1765 2.1470 -0.02 0.06 0.05
C -0.2499 1.0227 2.3314 0.18 -0.05 0.03
C -0.6530 -0.1813 3.2194 0.19 -0.01 -0.03
C -1.1983 -1.4175 2.4806 0.06 0.07 0.01
C -0.1001 -2.2931 1.8675 -0.09 0.06 0.01
C -0.5335 -3.1835 0.6984 -0.04 -0.05 0.14
C 0.6838 -3.5469 -0.1625 -0.06 0.09 0.02
C 0.8925 -2.3938 -1.1560 -0.02 0.04 -0.06
P 2.6243 -2.0719 -1.5846 0.32 -0.01 -0.55
H -2.9850 0.0354 -1.7916 -0.01 0.03 0.01
H -2.3848 0.9303 -0.3855 0.03 -0.03 0.00
H -4.0468 1.1314 -0.9159 0.05 0.01 0.00
H -3.4132 2.2908 -2.9230 0.08 0.08 -0.01
H -2.5576 3.0757 -1.6229 0.00 -0.06 0.04
H -0.9687 2.8570 -3.3883 -0.08 -0.04 -0.06
H -1.4953 1.2388 -3.7942 0.05 -0.06 0.08
H -0.4478 0.3966 -1.6681 0.03 0.00 0.02
H 0.7000 1.1612 -2.7736 -0.03 -0.03 0.01
H -0.4777 2.4192 -0.2530 -0.04 -0.09 0.08
H 0.4272 3.3046 -1.4432 -0.02 -0.02 0.07
H 1.8310 0.8322 -0.4960 -0.12 -0.24 0.02
H 2.4338 2.4294 -0.8881 0.02 -0.04 -0.02
H 2.8536 2.3720 1.3672 -0.05 0.04 0.00
H 1.3193 3.1977 1.3514 0.02 -0.06 0.01
H 1.6924 1.4258 3.1267 -0.02 -0.07 -0.03
H 1.7067 0.2009 1.8855 0.03 -0.06 -0.08
H -0.7499 0.9575 1.3650 -0.06 -0.09 -0.12
H -0.6134 1.9421 2.7979 -0.01 -0.01 -0.10
H -1.3910 0.1418 3.9543 -0.03 0.02 -0.10
H 0.2252 -0.4838 3.8059 -0.11 -0.01 0.04
H -1.7914 -2.0102 3.1804 0.01 -0.03 -0.07
H -1.8861 -1.1092 1.6858 0.00 0.11 0.06
H 0.7065 -1.6339 1.5251 0.04 0.06 -0.09
H 0.3418 -2.9324 2.6394 0.05 0.10 -0.01
H -1.0276 -4.0858 1.0619 0.03 0.03 -0.01
H -1.2632 -2.6560 0.0738 -0.02 -0.08 0.04
H 1.5507 -3.6597 0.5003 -0.02 -0.07 -0.07
H 0.5596 -4.4851 -0.7035 -0.01 0.05 0.00
H 0.5812 -1.4424 -0.7153 -0.04 0.03 0.02
H 0.3360 -2.5235 -2.0856 0.00 -0.02 0.04
H 3.1987 -3.0652 -2.4102 -0.37 -0.23 0.04
H 2.6938 -1.0682 -2.5852 -0.33 -0.02 0.01
Yb 4.9765 -1.1521 -0.5969 0.34 0.39 0.51
```
Forces are in eV/Å.

## Properties
HOMO-LUMO gap	5.553	eV
LUMO energy	-0.357	Ha
HOMO energy	-15.26	eV
charge	+2
2S+1	1

Electronic structure analysis, Löwdin charges in units of e: C -0.11; C -0.25; C -0.21; C -0.23; C -0.20; C -0.22; C -0.21; C -0.22; C -0.18; C -0.19; C -0.19; C -0.21; C -0.20; C -0.25; C -0.43; P 0.71; H 0.08; H 0.04; H 0.08; H 0.11; H 0.11; H 0.11; H 0.11; H 0.08; H 0.10; H 0.10; H 0.13; H 0.06; H 0.10; H 0.10; H 0.13; H 0.12; H 0.08; H 0.08; H 0.12; H 0.11; H 0.11; H 0.12; H 0.11; H 0.08; H 0.13; H 0.13; H 0.12; H 0.10; H 0.12; H 0.06; H 0.11; H -0.06; H -0.06; Yb 1.56

=====

No. 2
Here is the molecule C7H9BrN2S from the OMol25 dataset. Energies are from ωB97M-V/def2-TZVPD.

```
20
Properties=species:S:1:pos:R:3:forces:R:3
C -0.5725 2.9688 0.0408 0.94 1.37 -3.21
C 0.2951 1.7737 0.1233 2.03 -0.21 1.56
C -0.1623 0.4995 0.1163 -0.65 1.94 -0.66
N -1.5121 0.3068 -0.2382 0.12 1.19 -0.13
C -1.7556 -0.9019 -0.4347 -2.60 -1.29 -0.33
N -2.9755 -1.4278 -0.8260 0.06 2.57 0.66
S -0.5457 -2.0889 -0.0514 0.24 -0.33 0.30
C 0.5261 -0.7470 0.2066 8.17 -1.65 -1.27
C 2.0481 -1.0677 -0.0206 -6.96 2.87 1.83
C 2.4337 -2.4549 -0.1402 4.48 1.50 -0.55
Br 3.4136 0.2666 -0.0111 -0.75 -0.58 0.08
H -1.4413 2.9002 -0.6065 -0.11 -0.50 0.04
H -0.0730 3.9344 -0.3068 -0.05 -1.43 0.35
H -0.8868 3.1897 0.9825 -1.19 0.67 2.88
H 1.3355 1.9962 0.5311 -1.42 -0.60 -0.89
H -3.7770 -0.8047 -1.0586 1.32 -1.02 0.22
H -2.9144 -2.3586 -1.0951 -0.66 -1.56 -0.73
H 2.8772 -2.8500 0.7867 -0.03 0.01 -0.23
H 1.5983 -3.0133 -0.3927 -1.09 -1.44 -1.07
H 3.3256 -2.3045 -0.9128 -1.82 -1.52 1.16
```
Forces are in eV/Å.

## Properties
HOMO-LUMO gap	7.316	eV
energy above the lowest of the compared OMol25 structures with the same formula, charge and spin	0.0	kJ/mol
LUMO energy	0.003	Ha
HOMO energy	-7.22	eV
charge	0
2S+1	1

Electronic structure analysis, Löwdin charges in units of e: C -0.11; C -0.10; C -0.36; N 0.10; C -0.72; N 0.08; S 1.06; C -0.43; C -0.70; C -0.21; Br 0.74; H 0.07; H 0.10; H 0.04; H 0.08; H 0.13; H 0.04; H 0.09; H -0.01; H 0.11